{
  "formula": "C71H150BN7O10",
  "method": "ωB97M-V/def2-TZVPD",
  "species": ["H", "H", "H", "H", "H", "H", "C", "H", "H", "H", "H", "H", "N", "C", "H", "H", "B", "C", "H", "H", "H", "H", "C", "H", "H", "H", "H", "H", "H", "H", "H", "H", "O", "H", "H", "C", "N", "C", "H", "H", "H", "H", "H", "C", "H", "O", "H", "H", "H", "H", "O", "H", "C", "C", "H", "C", "C", "H", "H", "H", "H", "C", "H", "C", "H", "C", "C", "H", "C", "H", "H", "C", "H", "O", "H", "C", "C", "H", "H", "H", "C", "H", "H", "H", "H", "C", "H", "C", "H", "H", "O", "H", "H", "H", "H", "H", "H", "H", "C", "C", "H", "C", "C", "H", "H", "H", "C", "H", "H", "C", "C", "C", "C", "H", "H", "H", "H", "H", "C", "H", "C", "H", "H", "C", "H", "C", "H", "H", "C", "H", "N", "H", "H", "O", "H", "H", "H", "H", "C", "C", "N", "C", "H", "C", "N", "H", "H", "C", "C", "H", "H", "H", "H", "C", "H", "C", "H", "H", "H", "C", "H", "H", "H", "C", "H", "C", "H", "H", "C", "H", "H", "H", "H", "C", "N", "C", "H", "C", "H", "H", "C", "H", "H", "H", "H", "O", "C", "C", "H", "H", "C", "H", "N", "H", "H", "H", "H", "H", "H", "C", "C", "C", "C", "H", "H", "C", "C", "H", "C", "H", "C", "H", "C", "H", "C", "H", "H", "H", "H", "H", "H", "H", "O", "C", "H", "H", "H", "C", "C", "H", "H", "C", "H", "H", "O", "C", "H", "O", "C"],
  "xyz": [[0.257320, 7.696223, 1.115285], [5.153740, -1.829307, 5.138005], [-3.954370, 1.301953, 7.317185], [-3.354810, -2.146247, -3.252415], [2.234610, 4.268213, -6.845605], [3.471510, 7.599553, 0.957545], [2.458850, -1.824867, 5.799595], [-5.514510, -0.258007, -0.785925], [0.060640, 2.943413, -5.158605], [5.670200, -3.411597, 3.019485], [-6.900340, 1.873203, 6.880735], [-2.889820, 5.161513, -1.651415], [1.459890, -6.840747, 1.931105], [0.121090, 5.898523, -6.022855], [-2.695710, -0.994617, -5.755825], [4.574070, -1.156387, 7.327605], [0.523290, -0.739597, -0.863365], [4.054800, -6.998117, 1.325385], [1.963040, 5.219773, -3.217425], [1.397320, -8.680287, 3.090815], [3.014490, 4.603553, 3.183315], [-1.833760, 3.057213, -2.670865], [-2.438430, 5.158353, -2.643565], [-4.279890, 1.427683, 1.540975], [-2.870590, -0.663087, 0.652545], [0.814650, 9.157353, 3.772505], [0.677990, 4.166023, -1.139045], [-5.947160, 0.713333, 7.843665], [-2.741770, 0.177773, -0.829095], [-1.388910, 1.043463, 6.785435], [2.208270, 2.654153, 0.058385], [2.024280, -3.735457, -2.357445], [-1.081220, 0.510053, -3.772405], [-0.130070, 4.671633, 0.308855], [-2.323890, -2.304127, -0.912175], [1.031370, 0.837343, -2.465095], [-4.360240, -1.937627, -1.418695], [1.851110, 5.514603, 0.061685], [5.248680, -0.419477, 4.163195], [-0.496700, -5.778667, -0.743305], [-3.330080, -0.476377, -2.654565], [3.541290, 6.751093, 2.576255], [-1.417610, -5.465707, 3.426405], [-2.114970, 1.168883, 5.982195], [2.503560, 0.107803, 8.149315], [1.600100, 1.706433, -3.119195], [1.763330, 8.477983, 1.837845], [0.453750, -5.503277, -3.290035], [6.160050, -7.240987, 1.250705], [1.665470, 6.461403, 3.397015], [1.449270, 0.349283, -1.364845], [-0.981970, 7.627433, -6.466785], [-3.560600, 0.760803, 6.456835], [-3.278200, -2.815367, -0.785635], [3.573140, -3.407347, -1.053925], [4.582820, -3.743577, -1.289735], [1.048140, -4.088247, -7.615885], [-0.800000, 8.340303, 3.543345], [3.334090, 0.978763, 4.132485], [-3.144300, -3.697037, -1.412395], [1.238810, -5.580017, -5.592475], [5.418300, -6.693237, 1.831985], [1.982610, -4.649337, -7.622935], [2.762040, 4.395863, 2.143495], [3.061630, -5.474027, 2.550585], [-1.163300, -5.442147, 1.329345], [-2.671840, 0.300693, 3.630585], [-7.492920, -3.207387, -2.362645], [0.858920, 7.892383, 2.002815], [-3.873050, 2.646813, 4.469405], [0.488370, 6.123573, -3.290945], [-5.975280, 0.091363, 5.732495], [1.890330, 1.623503, -7.194245], [1.277360, -1.989407, -0.700505], [1.618040, -5.408917, 0.545255], [1.340380, 3.020853, 0.606465], [1.789530, 3.242103, 2.051945], [-5.036240, -1.346867, 0.508685], [-0.533500, -5.176737, -5.571235], [-3.480140, -2.088277, -6.962735], [-4.784830, 2.248363, 4.914385], [-6.020290, -2.837927, -4.404265], [-3.459750, -3.064907, 0.259765], [-7.194260, -1.555877, -4.261715], [-7.912340, -0.805417, 7.774395], [-8.025560, 0.212313, 7.400905], [1.486020, 2.202403, 5.247795], [0.990860, 5.251463, -3.709305], [0.343690, 4.378163, -3.627905], [-0.202400, -3.933297, -3.464745], [-0.542810, -0.750537, -1.913695], [-2.932060, 2.127803, 0.555805], [2.432230, -2.082987, -6.257135], [3.922650, 1.040193, 8.364575], [-3.619520, 3.286343, -2.803445], [0.486170, 2.364023, 0.442145], [2.255050, 2.427513, 7.452325], [5.721150, -5.647257, 1.784005], [1.139370, -6.388167, 0.552685], [1.157670, -8.411987, 2.061885], [2.796380, 5.387513, -0.465965], [-1.626570, 0.257093, 4.774965], [3.510350, 6.650023, 1.491395], [0.248790, 5.853683, 2.464225], [3.908040, -6.457067, 0.390605], [-5.839560, -3.431357, -0.707015], [2.396530, -2.824337, -4.205595], [2.589520, 3.718723, -5.118875], [-5.602250, 2.339063, 4.199055], [0.632570, -4.552627, -3.792405], [-3.404120, 0.053033, 0.027545], [2.039220, -4.054117, -3.399715], [0.911780, 8.317103, -5.854325], [-8.748790, 0.222323, 6.585475], [1.956970, 7.989523, -3.992345], [5.840770, -1.996687, 2.005065], [1.232780, 8.514563, -6.877105], [-5.017150, 2.727233, 5.865595], [0.101450, 8.728053, 3.068845], [3.615710, 2.306863, 6.357285], [0.450180, -1.322707, 1.368455], [-0.719020, 5.240493, -5.800755], [5.511860, -7.017457, 2.868435], [4.176620, -0.343137, 6.720355], [0.662830, -6.648457, 3.952345], [3.295070, 0.603793, 7.587535], [5.490920, -2.042047, -0.370725], [1.626270, -7.143407, -0.064275], [-6.663330, 0.819643, 7.028865], [-0.405250, 9.573823, 2.604065], [-4.626270, 0.767373, 5.258535], [2.292110, 2.353203, 2.433205], [-6.576070, -0.020067, 4.829875], [-2.921770, 6.117833, -3.491855], [-3.400740, -0.237417, 6.864385], [0.633570, 9.299123, -5.471795], [3.402970, -2.860137, 3.604835], [1.804930, 1.104993, -5.589615], [-0.939330, -6.116357, 2.694275], [5.111110, -2.689057, 2.424975], [1.427420, 5.459533, -5.250625], [2.629100, 0.355363, 4.682455], [-1.360240, -3.098937, -7.641475], [2.984450, -6.549657, 2.391995], [2.295830, 5.724153, 1.561185], [-2.235140, -5.429387, 1.131585], [1.226550, -3.289317, -8.335585], [1.849290, 4.038953, -5.852085], [2.152980, 7.932973, -5.063085], [4.448120, -4.204477, -2.268265], [-4.793970, -0.783187, -4.775905], [3.437150, 6.134353, -4.797845], [5.007840, 0.222053, 6.298765], [-0.139530, -2.456877, -5.976585], [4.648830, -3.282107, 1.635875], [0.840070, 4.360903, -0.078925], [4.394420, 6.104573, 1.161255], [-2.316100, -0.429077, 2.903275], [-5.606970, -0.031797, -3.384365], [4.574780, -1.232527, 4.433185], [2.856390, -4.746967, -3.600455], [3.640070, 4.148723, 1.546765], [1.818170, -1.985687, -3.817955], [-5.179610, -0.956867, -3.771305], [-0.658540, 7.512103, -4.704145], [5.591130, -2.645347, -1.272995], [-1.506890, -0.738977, 5.201135], [1.495230, 6.509943, -0.204295], [-0.334740, 0.210423, -2.823505], [-4.511640, 1.852453, -0.111185], [-0.825380, -4.409217, 1.245975], [2.005660, -0.125527, 3.928695], [0.974380, 3.416703, 2.754195], [2.741080, 1.772953, 6.728835], [3.460050, -0.783067, 5.423685], [1.196280, 1.587183, -6.354555], [0.109960, -8.526317, 1.783805], [-2.637050, 3.689013, -3.049865], [-1.517280, -7.035567, 2.789845], [-5.122140, -3.975447, -2.190965], [2.228080, -3.004797, -5.712435], [-0.299370, -2.374997, -4.901485], [-8.392660, 0.849293, 8.205635], [3.372940, -2.455517, -3.891435], [0.227440, -4.787947, -7.773875], [6.927170, -3.021107, -1.383285], [-3.774360, 1.436263, 0.575325], [-3.961420, -1.348737, -2.823345], [0.936670, 0.830163, 6.087055], [-2.062230, 2.237283, 5.772825], [-4.098060, -0.110747, 4.101485], [2.097650, -1.646827, 6.812485], [0.917550, -3.616927, -6.148965], [3.006790, 8.607323, -5.129085], [0.133640, 3.350803, -6.881485], [-0.940360, -7.157077, 0.165795], [0.969540, -5.151027, 3.133785], [0.277130, 1.038353, -6.559615], [2.971480, -2.786617, 5.818105], [-2.554560, -1.607557, -6.646035], [0.723260, 3.041433, -6.018505], [-5.497920, -3.087157, -1.683185], [-0.402700, -6.212847, 0.252055], [5.315690, -1.990007, -2.099285], [3.298670, -1.385557, 2.757055], [-1.526830, -2.754487, -6.620835], [-6.341460, -2.016847, -3.763365], [2.884100, 6.402693, -6.440615], [0.532060, -6.139977, 2.997115], [3.953650, -8.047567, 1.048745], [1.276440, -2.333577, 0.591145], [-0.598380, 0.492573, 4.500265], [1.846330, 1.266193, 5.674145], [-4.746450, -0.107267, 3.225315], [4.019800, -2.030707, 3.258915], [1.712040, -8.922207, 1.274205], [4.802350, -4.423557, -0.466615], [-4.053430, -1.139397, 4.459235], [-2.609100, 3.537533, -4.128925], [-1.411330, 5.420483, -2.389705], [3.025700, -7.042747, 3.363215], [0.240960, -1.570907, -6.484895], [-0.000720, -0.445297, 0.471595], [-0.246310, 7.373483, -5.703625], [-7.078710, -1.620797, -1.877375], [-5.782720, -0.897067, 6.149665], [2.882350, -3.854097, -5.909185], [0.476770, -4.846177, -5.330035], [-4.674690, -0.816157, -0.372075], [0.396710, 5.930923, -7.076935], [-2.235350, -0.949527, -7.454245], [1.184450, 6.411093, 2.420195], [1.586550, -1.733347, 5.152445], [-2.697790, 1.274083, 3.140735], [0.194440, -1.206357, 2.569355], [2.593850, 6.484433, -5.393155], [-1.921050, -3.642507, -6.126755], [1.892720, -3.272757, 1.096435], [-6.663520, -2.500167, -2.369745]],
  "atomic_forces_ev_per_a": [[0.0, 1.0, -0.3], [0.4, -0.5, -0.5], [-0.1, 0.5, -0.6], [0.0, 0.0, -0.2], [0.5, 0.0, 0.3], [-0.8, -0.3, 0.0], [0.2, -0.2, 0.2], [0.2, 0.2, 0.0], [0.1, 0.3, 0.1], [0.0, 0.1, 0.3], [0.6, 0.1, -0.3], [-0.7, 0.3, 1.1], [-0.7, -1.7, 2.6], [1.2, 1.9, 0.6], [0.2, -0.3, 0.2], [-0.3, -0.5, -0.6], [0.5, 0.9, -1.1], [-1.8, 0.4, 0.2], [-0.1, -0.7, 0.2], [-0.1, -0.3, -0.3], [0.3, 0.0, -0.1], [0.1, -0.4, 0.5], [-1.3, 1.5, -1.1], [0.2, -0.1, 0.1], [0.4, 0.7, 0.6], [-0.2, -0.3, 0.3], [0.0, 0.1, 0.0], [-0.2, 0.0, 0.1], [-0.2, 0.1, -0.1], [-0.4, -0.2, 0.4], [-0.1, -0.2, -0.2], [0.2, -0.5, 0.0], [2.2, -1.2, 3.1], [0.0, 0.0, 0.1], [0.0, 0.3, 0.4], [0.5, 2.8, -2.8], [-0.2, -1.8, 0.2], [-0.1, 0.0, 1.4], [-0.6, 0.4, 0.0], [0.2, 0.3, 0.1], [0.0, -0.2, 0.0], [1.2, 1.1, 0.0], [0.2, 0.0, 0.3], [-0.4, -0.3, -0.8], [-0.1, -0.3, -0.3], [-1.2, -1.4, 1.0], [-0.1, -0.3, -0.5], [0.0, -0.2, -0.1], [0.0, 0.0, 0.0], [-0.2, -0.3, 0.3], [0.0, -1.6, 2.2], [-0.4, 0.1, 0.4], [1.0, -0.7, -0.9], [1.0, 0.9, -1.6], [-0.4, 0.6, 0.2], [-1.1, -0.5, 0.6], [0.7, -0.3, 1.5], [0.5, -1.0, 0.4], [0.3, -0.1, 0.2], [-0.4, -0.2, 0.3], [-0.3, -0.3, -0.1], [1.2, -0.2, 0.6], [-0.1, -0.3, 0.0], [0.1, 0.6, -0.2], [-0.2, 0.1, -0.2], [0.2, -0.3, -0.5], [0.5, -0.5, 0.9], [0.1, -0.2, -0.1], [-0.6, -1.2, 0.4], [-0.1, -0.2, 0.2], [-0.3, 0.0, -0.7], [-0.1, 1.7, 1.9], [-0.4, -0.1, -0.5], [-0.5, -0.4, 1.0], [0.1, 0.0, -0.8], [-0.5, 1.7, -0.7], [-0.8, 0.2, -0.1], [-0.1, 0.0, 0.0], [0.3, 0.3, -0.4], [-0.2, 0.4, 0.1], [-0.5, -1.1, 0.0], [-0.1, -0.3, 0.0], [-0.4, 0.1, -0.2], [-0.1, -0.1, 0.2], [-0.2, 0.0, 0.0], [0.7, -0.2, 0.2], [-0.1, -0.3, -1.2], [1.4, 0.8, -1.8], [0.4, 0.1, -0.1], [0.3, 0.5, 0.1], [-0.2, -0.3, 0.4], [0.0, -0.2, 0.2], [0.0, -0.4, -0.3], [0.3, -0.2, 0.0], [-0.1, 0.1, 0.5], [0.4, -0.5, 0.5], [-0.3, 0.2, -0.3], [-0.3, 0.1, -0.1], [-0.7, 0.5, 0.5], [0.2, 2.3, -0.7], [-0.1, -0.4, -0.1], [-1.2, 1.0, 1.4], [-0.2, -1.1, 2.0], [0.4, -0.4, -0.2], [-0.2, 0.2, 0.0], [0.5, 0.2, 0.3], [-0.9, 1.3, 0.6], [0.3, -0.3, -0.4], [0.0, 0.1, 0.1], [0.2, -1.0, -0.9], [-0.9, -1.4, -0.8], [-0.8, 0.7, -0.6], [1.2, 1.3, 0.1], [0.1, 0.1, 0.0], [-0.4, -0.2, 0.3], [-0.2, 0.0, -0.2], [-0.2, -0.3, -0.3], [0.0, 0.2, -0.4], [-0.4, 0.3, -0.5], [-0.1, 0.2, -0.4], [-1.4, 1.9, 1.5], [0.4, -0.1, 0.1], [0.2, -0.1, 0.1], [-0.8, 1.9, -0.3], [0.4, -0.3, -0.1], [0.6, 0.3, -0.7], [-0.7, 0.5, 0.8], [-0.1, 0.5, -0.5], [0.1, -0.4, -2.0], [0.6, 0.3, -0.5], [0.8, -0.9, 1.2], [0.2, 0.0, 0.0], [-0.2, 0.4, 0.2], [0.5, -1.3, 0.4], [-0.7, -0.5, -0.5], [-0.3, 0.1, -0.1], [-0.1, 0.1, 0.4], [-0.4, 0.1, 0.5], [-0.4, 1.7, -0.8], [0.1, 0.1, -0.2], [-2.1, -0.9, 0.7], [0.3, 0.6, 1.2], [-0.1, 0.3, -0.2], [-1.0, -0.7, -1.8], [-1.2, 0.3, -2.6], [0.0, -0.1, -0.3], [-0.7, 0.2, 0.2], [-0.3, 1.4, 1.2], [0.0, -1.5, 0.7], [0.7, -0.5, 0.1], [0.0, 0.0, 0.2], [-0.2, -0.1, 0.2], [0.2, 0.1, 0.5], [-1.1, -1.1, -0.9], [0.1, 0.3, -0.3], [1.1, -0.1, 0.5], [-0.3, -0.2, -0.1], [-0.3, 0.0, -0.3], [0.2, 0.2, -0.2], [-0.7, -1.5, 1.3], [-0.4, -0.6, 0.3], [0.2, 0.0, 0.3], [-0.7, 0.2, -0.2], [-0.2, -1.0, 2.0], [-0.5, -0.4, -0.1], [3.3, 0.0, -0.6], [-0.4, -0.4, -0.2], [-0.4, -0.2, -0.3], [-1.6, 0.6, -2.5], [0.1, 0.2, -0.1], [0.1, 0.2, 0.8], [0.0, -0.2, 0.3], [-0.4, 0.0, -0.1], [1.3, -1.0, 2.6], [-0.7, 1.5, -0.5], [0.5, 1.2, 0.1], [0.0, 0.0, 0.5], [0.4, -0.2, -1.0], [0.6, -0.4, -0.3], [0.7, 0.5, -0.3], [0.8, -1.7, 1.3], [0.5, 0.5, -0.2], [-0.3, -0.3, 0.0], [0.6, -0.4, -0.7], [0.0, 0.5, -0.5], [-2.0, -0.1, 0.2], [-0.5, -0.4, -0.5], [-0.8, -0.3, 0.1], [0.2, -0.5, 0.1], [-0.1, 0.0, -0.4], [1.5, 0.6, 0.2], [0.2, 0.2, 0.0], [-2.3, 1.7, -0.7], [0.0, 0.0, -0.7], [-0.2, 0.0, 0.1], [0.4, -0.5, -0.1], [-0.3, 0.2, -0.3], [0.3, -0.3, -0.2], [-0.3, -0.1, -0.3], [0.7, -0.5, -0.8], [-0.1, -0.9, -0.1], [-0.2, 1.7, 1.5], [0.4, -0.9, 0.2], [-0.4, 0.8, -0.7], [0.4, 0.0, -0.7], [0.9, -0.8, 0.6], [1.3, 0.4, -1.1], [0.0, 0.1, -0.1], [1.2, -0.9, 0.1], [-0.1, -0.2, 0.4], [2.2, -2.2, 0.3], [-0.3, 0.5, -0.5], [-0.2, 0.1, -1.0], [-0.5, 0.4, 0.4], [0.0, 0.0, 0.7], [0.4, 0.0, 0.5], [0.3, -0.7, -0.3], [-0.2, 0.1, 0.3], [0.2, 0.3, -0.4], [1.4, -0.6, 0.2], [0.3, -0.2, -0.2], [0.4, 0.0, 0.5], [-0.1, -0.2, 0.4], [0.3, -0.8, -0.1], [0.1, 0.0, 0.7], [0.6, -0.1, -0.5], [0.8, 0.5, -0.6], [1.8, 1.1, 1.4], [0.1, -0.2, -0.9], [0.0, -0.6, -0.1], [-0.3, 0.3, 0.1], [1.3, 1.3, 0.4], [0.3, -0.6, -0.2], [0.1, 0.0, 0.1], [0.9, -0.9, -2.1], [-1.1, -0.2, -0.3], [-0.3, 0.0, 0.2], [-1.6, 1.9, -1.0], [-1.1, 1.0, -0.9]],
  "charge": 4,
  "orbital_gap_ev": 2.515
}